1.
DFT (ωB97M-V with the def2-TZVPD basis set) results for a 2-piece molecular cluster, C4H12N2 overall at a distorted geometry.

Output
- F_max: 3.6 eV/A
- Lowest unoccupied orbital energy: -9.6 eV
- Energy relative to the best compared isomer or geometry (same formula, charge and spin): 89.58 kcal per mole
- Orbital gap: 9.1 eV
- Highest occupied orbital energy: -18.7 eV

```
! RIJCOSX wB97M-V def2-TZVPD def2/J DEFGRID3
* xyz 2 1
C -0.655 0.029 -0.467
C 0.656 0.443 -0.731
C 1.027 0.509 0.798
C 0.693 -0.613 1.524
N 0.459 -0.608 3.037
N -1.251 0.198 -2.969
H -1.426 0.753 -0.245
H -1.046 -0.937 -0.516
H 0.771 1.349 -1.371
H 1.321 -0.290 -1.217
H 1.619 1.405 1.076
H 0.642 -1.595 1.047
H 0.032 -1.438 3.366
H -0.252 0.110 3.215
H 1.297 -0.380 3.576
H -1.271 -0.578 -3.733
H -0.551 0.844 -3.285
H -2.065 0.798 -3.106
*
```

natural (NBO) population analysis, charges in e, atoms 1 to 6: 0.15 -0.58 -0.09 -0.05 -0.69 -1.00

2.
DFT (ωB97M-V with the def2-TZVPD basis set) results for C18H16Cl4CrN4O6S2 as an isolated structure.

Output
- F_max: 0.9 eV/A
- Lowest unoccupied orbital energy (spin up / spin down): 1.6 / 1.6 eV
- Energy relative to the best compared isomer or geometry (same formula, charge and spin): 0.00 kcal per mole
- <S²>: 0.77
- Orbital gap (spin up / spin down): 6.1 / 6.2 eV
- Highest occupied orbital energy (spin up / spin down): -4.5 / -4.6 eV

```
! RIJCOSX wB97M-V def2-TZVPD def2/J DEFGRID3
* xyz -1 2
Cr -0.362 0.594 -0.305
Cl 2.221 3.970 5.018
C 2.049 2.516 4.092
C 2.846 1.414 4.341
Cl 4.049 1.474 5.587
C 2.681 0.252 3.589
Cl 3.668 -1.142 3.896
C 1.718 0.132 2.570
O 1.575 -0.955 1.897
C 0.936 1.295 2.305
O 0.033 1.282 1.330
C 1.101 2.442 3.064
Cl 0.102 3.807 2.695
N 3.299 -0.436 -1.965
C 3.888 0.393 -1.032
C 2.872 0.924 -0.295
N 1.683 0.434 -0.760
C 1.966 -0.374 -1.755
C 0.824 -0.956 -2.434
N -0.354 -0.540 -2.032
C -1.294 -1.239 -2.738
C -0.659 -2.083 -3.598
N 0.697 -1.889 -3.400
H 3.777 -0.954 -2.679
H 4.953 0.509 -0.966
H 2.916 1.598 0.540
H -2.342 -1.073 -2.571
H -1.032 -2.782 -4.321
H 1.437 -2.417 -3.827
C -1.615 -1.319 2.602
C -1.651 -1.632 1.110
C -1.937 -3.103 0.857
O -0.402 -1.311 0.492
C -2.730 -0.754 0.454
O -3.903 -1.080 0.512
O -2.297 0.315 -0.128
H -0.814 -1.878 3.086
H -2.572 -1.598 3.045
H -1.449 -0.255 2.770
H -1.232 -3.721 1.417
H -1.829 -3.328 -0.205
H -2.956 -3.339 1.159
H 0.395 -1.147 1.191
C -3.511 1.775 -3.298
O -2.333 1.789 -2.512
C -1.407 2.714 -2.733
S -1.484 3.764 -4.018
S -0.100 2.624 -1.611
H -4.112 0.976 -2.868
H -3.278 1.584 -4.348
H -4.032 2.730 -3.225
*
```

natural (NBO) population analysis, charges in e, atoms 1 to 6: 1.07 0.01 -0.14 -0.08 0.00 -0.15

3.
DFT (ωB97M-V with the def2-TZVPD basis set) results for F3H3SSi2 as an isolated structure at a distorted geometry.

Output
- F_max: 4.3 eV/A
- Lowest unoccupied orbital energy: -0.1 eV
- Energy relative to the best compared isomer or geometry (same formula, charge and spin): 24.31 kcal per mole
- Orbital gap: 10.1 eV
- Highest occupied orbital energy: -10.2 eV

```
! RIJCOSX wB97M-V def2-TZVPD def2/J DEFGRID3
* xyz 0 1
F 2.181 0.526 -1.373
F 1.913 -1.666 -0.151
F 2.271 0.403 1.208
Si -0.814 -0.227 -0.106
Si 1.448 -0.132 -0.145
S -1.767 1.727 -0.088
H -1.380 -0.978 -1.246
H -1.119 -0.768 1.561
H -2.735 1.114 0.340
*
```

natural (NBO) population analysis, charges in e, atoms 1 to 6: -0.64 -0.65 -0.65 0.34 2.01 -0.35